Density functional theory data (ωB97M-V with the def2-TZVPD basis set) for a cluster of 2 separate species, C6H10O in total in a non-equilibrium geometry.

```
17
Properties=species:S:1:pos:R:3:forces:R:3
O 0.54877 -1.61628 1.10160 -0.7 0.4 -0.8
C 1.74624 -1.11803 0.78754 0.2 0.2 -0.3
C 2.13146 -0.75029 -0.44479 0.2 -0.4 0.0
C 0.02403 1.08165 0.16074 -0.3 -0.5 -0.2
C -1.26821 1.33817 -0.34676 -0.4 0.5 -0.1
C -0.98499 -0.20429 -0.47685 0.5 0.7 -0.3
C -2.22466 0.35945 0.17419 -0.1 0.2 0.2
H 2.43180 -0.91622 1.62575 -0.4 -0.2 -0.1
H 3.08858 -0.26912 -0.60577 0.0 -0.1 0.1
H 1.52830 -0.98212 -1.31871 0.1 0.1 0.1
H 0.88186 1.57590 -0.30878 -0.5 -0.7 -0.2
H 0.20821 0.77889 1.18916 -0.3 0.3 -0.1
H -1.39459 1.86368 -1.27766 -0.3 0.3 0.1
H -1.02687 -0.56369 -1.50612 0.3 0.4 0.3
H -0.21035 -1.12444 0.38037 1.5 -0.8 1.3
H -3.15944 0.33592 -0.38155 0.2 -0.3 0.1
H -2.32013 0.21084 1.24765 0.0 0.1 -0.1
```
Forces are in eV/Å.

Computed properties:
**Calculated total energy**: -8427.1324 eV
**SMILES string**: C1[C@H]2C[C@@H]12.C=CO
**HOMO**: -8.12 eV
**Lowest unoccupied orbital energy**: 0.897 eV



Density functional theory data (ωB97M-V with the def2-TZVPD basis set) for the molecule C6H10O.

```
17
Properties=species:S:1:pos:R:3:forces:R:3
C 1.84075 0.16260 1.10022 -0.1 0.0 0.0
C 0.66932 0.50792 0.20141 -0.1 0.1 0.3
O 0.82678 -0.20908 -1.01595 -0.3 -0.1 0.1
C -0.29351 -0.00390 -1.86189 -0.3 0.0 -0.1
C -1.66700 -0.20961 -1.36931 0.4 -0.3 0.3
C -1.59235 -0.73728 0.02158 -0.1 0.3 -0.1
C -0.69882 0.19310 0.86375 0.4 -0.1 -0.3
H 2.78506 0.43958 0.62353 -0.1 -0.1 0.1
H 1.84300 -0.91271 1.30604 0.0 0.1 0.0
H 1.74444 0.70035 2.05082 0.1 -0.1 -0.2
H 0.69957 1.59021 -0.01817 0.0 -0.2 -0.1
H -0.25003 0.98496 -2.34866 0.1 -0.1 0.0
H -0.22718 -0.75468 -2.66598 0.0 0.2 -0.1
H -1.25515 1.12209 0.95043 0.0 0.1 0.4
H -1.16956 -1.75820 -0.04946 0.0 0.3 0.0
H -2.55775 -0.79262 0.53495 0.0 -0.3 -0.3
H -0.57279 -0.24958 1.85464 0.0 0.2 0.0
```
Forces are in eV/Å.

Computed properties:
**Calculated total energy**: -8427.8959 eV
**HOMO**: -8.49 eV
**Lowest unoccupied orbital energy**: 0.071 eV



Density functional theory data (ωB97M-V with the def2-TZVPD basis set) for a structure of composition C6H10O.

```
17
Properties=species:S:1:pos:R:3:forces:R:3
C -2.16835 -0.45763 0.35338 0.0 0.0 0.3
C -0.57294 0.05340 -1.10794 0.0 -0.1 0.2
O -0.30980 1.35451 -0.85936 -0.1 0.0 -0.1
C 0.97774 1.54850 -0.24976 0.2 0.0 0.1
C 1.60899 0.17566 -0.13137 0.1 0.1 0.0
C 0.96893 -0.76440 0.83244 0.0 0.0 0.2
C 0.55894 -0.79150 -0.62344 -0.1 -0.1 -0.2
H -3.22271 -0.40604 0.06129 0.2 0.0 0.0
H -1.93330 0.32919 1.07062 0.0 -0.1 -0.1
H -1.90328 -1.45166 0.71627 0.0 0.1 -0.1
H -1.69875 -0.26815 -0.99734 0.0 0.0 -0.2
H 1.55273 2.20606 -0.90891 -0.1 -0.1 0.1
H 0.83969 2.04905 0.71588 0.0 -0.1 -0.1
H 2.65312 0.05538 -0.40277 -0.2 0.0 0.1
H 0.26465 -0.36606 1.55903 0.1 0.0 -0.2
H 1.56124 -1.60368 1.18739 -0.1 0.1 -0.1
H 0.82309 -1.66260 -1.21542 0.0 0.1 0.1
```
Forces are in eV/Å.

Computed properties:
**Calculated total energy**: -8426.7483 eV
**HOMO**: -7.21 eV
**Lowest unoccupied orbital energy**: 1.030 eV



Density functional theory data (ωB97M-V with the def2-TZVPD basis set) for the molecule C6H10O in a non-equilibrium geometry.

```
17
Properties=species:S:1:pos:R:3:forces:R:3
C -0.55436 0.87945 -2.02202 -0.2 -0.1 0.1
C 0.24157 0.54505 -0.77073 -0.3 -0.2 0.1
C -0.22366 0.89260 0.64954 0.0 0.5 0.3
C 0.49687 -0.37592 1.17122 -0.2 0.2 0.0
O 1.64711 -0.34076 1.93665 0.0 0.1 0.4
C -0.46544 -1.46034 1.16559 -0.1 0.1 -0.7
C 0.38155 -0.90770 -0.21867 -0.4 -0.6 0.1
H -0.73810 1.95685 -2.13105 0.1 -0.2 0.1
H -1.51830 0.36761 -1.99340 -0.1 0.1 -0.1
H -0.01090 0.55445 -2.92208 -0.2 0.0 0.3
H 1.24712 1.00396 -0.88261 -0.2 -0.8 0.1
H -1.31179 0.76712 0.68313 0.2 0.2 0.4
H 0.08039 1.80960 1.13894 0.1 0.4 -0.2
H 1.37290 -0.35550 2.86055 0.1 0.0 0.1
H -0.10681 -2.38578 1.65524 0.1 0.2 -1.2
H -1.53088 -1.31093 1.31953 0.1 0.3 -0.1
H 0.69071 -1.74994 -0.81410 1.0 -0.1 0.4
```
Forces are in eV/Å.

Computed properties:
**Calculated total energy**: -8428.5775 eV
**SMILES string**: C[C@H]1C[C@@]2(O)C[C@@H]12
**HOMO**: -9.04 eV
**Lowest unoccupied orbital energy**: 0.870 eV



Density functional theory data (ωB97M-V with the def2-TZVPD basis set) for the molecule C6H10O in a non-equilibrium geometry.

```
17
Properties=species:S:1:pos:R:3:forces:R:3
C 1.11773 -1.28892 0.45581 2.0 0.0 1.6
C 0.27110 -1.74547 -0.69880 2.0 0.4 -2.2
C -0.31954 0.94099 -0.38353 1.2 1.6 0.8
C -1.21168 0.19321 0.52165 0.3 -1.4 0.0
C 0.00877 -0.45377 -0.04237 -1.1 -0.8 -0.4
C 0.59439 2.07365 0.04752 2.5 -3.9 0.3
O -2.51495 -0.12382 0.19979 -1.3 -0.7 -0.9
H 1.06128 -1.88211 1.44172 -0.1 1.2 -1.6
H 2.17660 -0.93863 0.23160 -1.5 -0.5 0.3
H 0.79846 -1.75831 -1.71139 -0.9 0.1 1.4
H -0.25482 -2.63434 -0.50173 -1.2 -0.7 0.1
H -0.68390 1.25908 -1.32063 -0.8 -0.7 -1.2
H -1.10242 0.28739 1.56018 0.0 0.8 1.4
H 1.61363 1.84251 -0.33660 -0.5 0.1 0.0
H 0.78795 2.27518 1.05828 -0.2 -0.4 1.9
H 0.36650 2.96059 -0.32661 -1.5 3.8 -2.0
H -2.70910 -1.00723 -0.19489 1.0 1.0 0.5
```
Forces are in eV/Å.

Computed properties:
**Calculated total energy**: -8428.5026 eV
**SMILES string**: C[C@@H]1[C@@H](O)C12CC2
**HOMO**: -9.54 eV
**Lowest unoccupied orbital energy**: 0.958 eV



Density functional theory data (ωB97M-V with the def2-TZVPD basis set) for the molecule C6H10O.

```
17
Properties=species:S:1:pos:R:3:forces:R:3
C -1.79626 -0.53897 -0.32114 0.0 0.0 0.0
C -0.47192 -0.08527 0.28488 0.0 0.0 -0.3
O -0.59119 0.02653 1.70314 0.0 -0.2 0.2
C -0.02344 1.31500 -0.18782 0.0 0.0 0.0
C 1.47747 1.19989 -0.26938 0.1 -0.1 0.0
C 1.88221 -0.06591 -0.20164 0.0 0.2 0.0
C 0.71621 -1.01200 -0.07251 0.0 0.0 0.0
H -2.05312 -1.55250 0.01012 0.1 0.1 0.0
H -1.74496 -0.54370 -1.41620 0.0 0.0 0.2
H -2.60228 0.13491 -0.01341 0.1 -0.1 0.0
H -0.41617 -0.84052 2.08909 -0.1 0.1 0.0
H -0.45364 1.57111 -1.16608 0.1 -0.1 0.1
H -0.36569 2.06750 0.53098 0.1 -0.1 -0.1
H 2.13028 2.05959 -0.39206 -0.1 -0.1 0.0
H 2.91332 -0.40325 -0.25887 -0.1 0.1 0.0
H 0.86185 -1.78478 0.69648 0.0 0.1 -0.1
H 0.53734 -1.54763 -1.01557 0.0 0.1 0.1
```
Forces are in eV/Å.

Computed properties:
**Calculated total energy**: -8431.1823 eV
**SMILES string**: CC1(O)CC=CC1
**HOMO**: -9.26 eV
**Lowest unoccupied orbital energy**: 0.972 eV



Density functional theory data (ωB97M-V with the def2-TZVPD basis set) for a cluster of 2 separate species, C6H10O in total.

```
17
Properties=species:S:1:pos:R:3:forces:R:3
C 2.02608 -1.46457 0.06771 0.2 -0.2 0.0
C -0.39287 -0.62859 -0.51201 -0.2 0.3 0.1
O 1.48512 -0.14774 -0.05991 -0.1 0.1 0.2
C -0.99032 -0.27143 0.84956 0.0 -0.1 0.0
C -1.36241 1.19771 0.81734 0.0 0.1 -0.2
C -1.21115 1.68028 -0.41545 0.0 0.0 0.2
C -0.71014 0.59829 -1.34929 0.0 0.0 0.0
H 3.03137 -1.41257 0.49254 0.0 0.0 0.0
H 2.05633 -1.87902 -0.93905 0.0 0.0 0.2
H 1.37996 -2.10272 0.67939 0.1 0.1 -0.1
H 1.49238 0.28800 0.80545 0.0 -0.1 -0.2
H -1.88523 -0.90233 0.96395 0.0 0.1 0.0
H -0.34711 -0.56801 1.69204 -0.1 0.0 -0.1
H -1.75275 1.75104 1.66781 0.1 -0.1 -0.1
H -1.45666 2.69140 -0.72942 0.1 -0.1 0.1
H 0.13524 0.89238 -1.98152 -0.1 -0.1 0.1
H -1.49785 0.27787 -2.04915 0.0 0.1 0.1
```
Forces are in eV/Å.

Computed properties:
**Calculated total energy**: -8427.1011 eV
**HOMO**: -7.67 eV
**Lowest unoccupied orbital energy**: 0.827 eV



Density functional theory data (ωB97M-V with the def2-TZVPD basis set) for the molecule C6H10O in a non-equilibrium geometry.

```
17
Properties=species:S:1:pos:R:3:forces:R:3
C 0.83743 1.02492 -0.55318 -0.4 -1.0 1.5
C -0.62337 1.06673 -0.43904 2.3 -3.5 1.4
C 1.37559 0.04678 0.23166 2.5 2.1 -2.3
C -1.22751 -0.03700 0.03553 -3.8 1.0 -1.9
C 2.83730 -0.42842 0.18391 -0.5 -0.7 -3.3
C -2.77983 -0.02557 0.21017 4.0 -0.3 2.5
O -0.75368 -1.28760 0.13031 1.3 -1.0 0.7
H 1.31807 1.77823 -1.15335 0.6 -0.3 -0.3
H -1.19109 1.89581 -0.39339 -1.7 3.0 -0.3
H 0.67983 -0.42464 0.87543 0.7 -0.4 0.7
H 3.58806 0.12335 -0.49669 -1.7 -0.4 0.7
H 2.88817 -1.52827 -0.19673 -0.1 1.7 1.0
H 3.25390 -0.32296 1.11751 1.0 -0.3 2.4
H -2.86895 0.21221 1.26318 -0.7 0.3 0.3
H -3.12252 -1.01183 0.11296 -1.0 -1.1 -0.8
H -3.05278 0.74373 -0.39670 -1.9 1.7 -1.6
H -1.15861 -1.82544 -0.53159 -0.7 -0.7 -0.6
```
Forces are in eV/Å.

Computed properties:
**Calculated total energy**: -8428.5729 eV
**SMILES string**: C/C=C/C=C(/C)O
**HOMO**: -7.92 eV
**Lowest unoccupied orbital energy**: 0.805 eV



Density functional theory data (ωB97M-V with the def2-TZVPD basis set) for the molecule C6H10O.

```
17
Properties=species:S:1:pos:R:3:forces:R:3
C 0.32457 -1.90483 0.04594 0.0 -0.1 0.0
C 0.81666 -0.46060 0.08921 -0.1 -0.1 0.2
O 1.32799 -0.09294 -1.18858 0.1 0.0 0.0
C 0.50407 0.89966 -1.78153 -0.1 0.2 -0.1
C -0.44919 1.30939 -0.69651 0.0 -0.1 0.1
C -0.27145 0.55092 0.37955 0.0 0.1 -0.1
C -0.97604 0.62387 1.69741 0.0 0.0 0.0
H -0.02761 -2.24290 1.02738 0.1 0.1 -0.1
H -0.49517 -1.99808 -0.67507 0.1 0.0 0.1
H 1.13997 -2.56122 -0.27301 -0.1 0.1 0.1
H 1.63316 -0.37928 0.82468 -0.1 0.0 -0.1
H 1.13394 1.72951 -2.13088 -0.1 -0.1 0.1
H -1.17029 2.11426 -0.80424 0.1 -0.1 0.0
H -0.01763 0.48843 -2.66051 0.1 0.0 0.1
H -1.55268 -0.28725 1.89891 0.1 0.1 -0.1
H -0.25660 0.73676 2.51814 -0.1 0.0 -0.1
H -1.66368 1.47430 1.72912 0.1 -0.1 0.0
```
Forces are in eV/Å.

Computed properties:
**Calculated total energy**: -8430.9533 eV
**SMILES string**: CC1=CCO[C@@H]1C
**HOMO**: -8.88 eV
**Lowest unoccupied orbital energy**: 1.035 eV



Density functional theory data (ωB97M-V with the def2-TZVPD basis set) for the molecule C6H10O.

```
17
Properties=species:S:1:pos:R:3:forces:R:3
O -1.06726 -0.11035 1.67480 0.2 -0.1 0.0
C -1.17076 0.92631 0.71955 -0.1 0.3 -0.2
C -1.36128 0.40684 -0.70933 0.0 0.0 0.0
C -0.43445 -0.75466 -1.08960 0.0 0.0 0.0
C 1.08061 -0.51724 -0.99651 -0.1 -0.2 -0.2
C 1.73142 0.59657 -0.21964 0.0 -0.1 0.2
C 1.82224 -0.57928 0.31491 0.1 0.2 -0.1
H -2.03475 1.52967 1.01168 0.1 -0.1 0.0
H -2.39453 0.05308 -0.81934 0.1 0.1 0.0
H -1.23173 1.24174 -1.41325 0.0 -0.1 0.1
H -0.66630 -1.04981 -2.12123 0.0 0.1 0.2
H -0.70187 -1.61885 -0.46502 0.1 0.1 -0.1
H 1.61554 -0.87630 -1.88306 -0.1 0.1 0.2
H 1.95960 1.65216 -0.17567 0.0 -0.2 0.0
H -0.29492 1.58830 0.76816 -0.2 -0.1 0.1
H 2.19600 -1.21412 1.10688 -0.1 0.1 -0.2
H -0.17003 -0.46499 1.59490 -0.2 0.0 0.1
```
Forces are in eV/Å.

Computed properties:
**Calculated total energy**: -8428.6588 eV
**SMILES string**: OCCCC1C=C1
**HOMO**: -9.53 eV
**Lowest unoccupied orbital energy**: 1.089 eV



Density functional theory data (ωB97M-V with the def2-TZVPD basis set) for the molecule C6H10O.

```
17
Properties=species:S:1:pos:R:3:forces:R:3
C -2.07303 -0.30893 0.19417 0.0 0.0 0.0
C -1.12330 0.75595 -0.31222 -0.1 0.0 -0.1
C -0.04994 1.30972 0.58509 0.0 0.1 0.1
C 0.33204 0.48046 -0.60591 0.1 0.0 -0.1
C 0.96192 -0.87467 -0.40699 -0.1 0.1 0.0
C 2.35719 -0.80904 0.16914 0.2 0.2 0.0
O 3.01222 0.19849 0.28085 -0.3 -0.4 0.0
H -2.92366 0.15306 0.70696 0.1 -0.1 -0.1
H -1.59399 -0.98125 0.91437 -0.1 0.1 -0.1
H -2.46860 -0.92395 -0.62317 0.1 0.1 0.1
H -1.59345 1.46852 -0.98873 0.1 -0.1 0.1
H 0.18592 2.36913 0.56592 -0.1 -0.2 0.0
H 0.05638 0.85139 1.56710 0.0 0.0 -0.2
H 0.75257 1.04099 -1.43739 -0.1 -0.1 0.1
H 1.03637 -1.42267 -1.35874 0.0 0.0 0.1
H 0.36347 -1.51798 0.25104 0.1 0.1 -0.1
H 2.76790 -1.78920 0.49851 0.0 0.1 -0.1
```
Forces are in eV/Å.

Computed properties:
**Calculated total energy**: -8430.5256 eV
**SMILES string**: C[C@H]1C[C@H]1CC=O
**HOMO**: -9.67 eV
**Lowest unoccupied orbital energy**: 1.061 eV



Density functional theory data (ωB97M-V with the def2-TZVPD basis set) for the molecule C6H10O.

```
17
Properties=species:S:1:pos:R:3:forces:R:3
C -1.89568 0.84940 -0.23530 0.0 0.0 0.0
C -0.44664 1.16436 0.05547 -0.1 0.2 -0.1
O -0.05120 0.74503 1.37979 0.0 0.0 0.2
C 1.13660 0.11983 0.87844 0.3 -0.1 0.1
C 0.95282 -1.39346 0.67400 0.0 -0.1 0.1
C 0.51786 -1.12703 -0.79517 -0.1 -0.1 -0.1
C 0.72287 0.38856 -0.58288 0.0 0.1 -0.2
H -2.07402 -0.22385 -0.36380 0.0 0.2 0.1
H -2.49881 1.19847 0.60944 0.1 0.0 -0.1
H -2.22992 1.38019 -1.13176 0.0 -0.1 0.0
H -0.28606 2.24747 -0.04286 0.0 -0.1 0.0
H 2.04759 0.49784 1.35613 -0.2 -0.1 -0.1
H 0.19196 -1.81950 1.33375 0.1 0.1 -0.1
H 1.87346 -1.97704 0.76479 -0.1 0.1 0.0
H 1.19949 -1.55523 -1.53664 -0.1 0.1 0.1
H -0.49900 -1.42708 -1.06407 0.2 0.0 0.1
H 1.33866 0.93205 -1.29933 -0.1 -0.1 0.0
```
Forces are in eV/Å.

Computed properties:
**Calculated total energy**: -8429.8972 eV
**SMILES string**: C[C@H]1O[C@H]2CC[C@H]21
**HOMO**: -9.35 eV
**Lowest unoccupied orbital energy**: 1.136 eV



Density functional theory data (ωB97M-V with the def2-TZVPD basis set) for a cluster of 2 separate species, C6H10O in total in a non-equilibrium geometry.

```
17
Properties=species:S:1:pos:R:3:forces:R:3
C -0.57293 0.99426 1.40156 0.3 0.2 1.5
C -0.96607 0.65000 2.64995 1.3 1.0 -1.7
C -0.31403 -1.29338 0.46193 0.2 2.0 0.0
C -0.32082 0.06331 0.32173 1.8 -1.7 -0.4
C -0.12559 -3.57548 -0.38144 1.9 4.3 -1.5
C 0.00314 -2.12749 -0.63748 -1.3 -7.6 3.5
H -0.23388 2.01827 1.34478 -0.5 0.4 -0.8
H -1.00155 1.39424 3.40950 -0.2 0.4 0.4
H -0.83106 -0.34151 2.94577 -0.9 -1.6 0.6
H -0.28751 -1.76376 1.43805 -1.0 -0.1 0.0
H 0.33002 0.25588 -0.56719 -1.5 1.1 0.4
H -0.52440 -3.93985 0.60191 0.6 0.2 -1.3
H 0.46346 -4.18863 -1.14049 -1.5 0.3 1.2
H 0.32232 -1.87045 -1.57644 0.8 1.1 -2.0
H 1.41427 3.62251 -2.09596 0.8 1.0 -2.0
H 0.86504 4.17169 -3.34994 -5.1 0.9 -2.6
O 1.65764 4.04677 -2.98845 4.2 -1.9 4.6
```
Forces are in eV/Å.

Computed properties:
**Calculated total energy**: -8427.6662 eV
**SMILES string**: C=C/C=C/C=C.O
**HOMO**: -7.97 eV
**Lowest unoccupied orbital energy**: -0.278 eV



Density functional theory data (ωB97M-V with the def2-TZVPD basis set) for the molecule C6H10O.

```
17
Properties=species:S:1:pos:R:3:forces:R:3
C 1.23015 -1.71860 -1.53575 -0.1 0.1 -0.1
C -0.00836 -1.32389 -0.84508 0.1 0.0 -0.4
C -0.40408 0.12409 -0.91366 0.0 -0.1 0.0
C -0.36315 0.55696 0.54952 -0.1 0.1 0.0
C -0.48560 2.01883 0.90526 0.0 0.0 0.0
C -0.65524 -0.43950 1.58337 -0.2 -0.1 0.2
O 0.69585 -0.17641 1.19027 0.2 0.0 0.2
H 1.00472 -2.63307 -2.09943 0.1 0.1 0.0
H 1.90642 -2.06488 -0.73709 -0.2 0.0 -0.1
H 1.76217 -0.98794 -2.16576 -0.1 0.0 0.1
H 0.24284 0.79821 -1.50711 0.0 -0.2 0.1
H -1.42375 0.18177 -1.32440 0.1 0.0 0.1
H -1.50707 2.36820 0.71273 0.2 -0.1 0.0
H 0.20689 2.64885 0.33777 -0.1 -0.1 0.0
H -0.27813 2.15191 1.97220 0.0 0.0 -0.2
H -1.05718 -1.40211 1.28250 0.2 0.1 0.1
H -0.86650 -0.10242 2.59468 -0.1 0.1 -0.1
```
Forces are in eV/Å.

Computed properties:
**Calculated total energy**: -8426.8563 eV
**HOMO**: -8.00 eV
**Lowest unoccupied orbital energy**: 0.501 eV



One value per record, in order, for relative energy (zero: lowest compared OMol25 entry of this formula, charge and spin): 94.7; 77.1; 103.6; 61.4; 63.1; 1.3; 95.5; 61.5; 6.6; 59.5; 16.5; 31.0; 82.4; 101.1 kcal per mole.
One value per record, in order, for orbital gap: 9.02; 8.56; 8.24; 9.91; 10.50; 10.24; 8.50; 8.72; 9.92; 10.62; 10.73; 10.49; 7.69; 8.50 eV.